No. 1
# C6H9N

C6H9N in the gas phase (ωB97M-V/def2-TZVPD, the Open Molecules 2025 dataset).

Geometry as XYZ:
```
16
Properties=species:S:1:pos:R:3:lowdin_charge:R:1
C 0.0890 -1.0704 -1.1240 -0.0627
C -0.2313 -0.8540 1.1785 0.0070
C 0.3447 -0.0461 0.0177 -0.5795
C 1.8366 0.2828 0.0557 -0.0561
C -0.5762 1.1442 -0.1536 -0.0422
C -1.6293 0.9499 0.6357 -0.0860
N -1.3995 -0.2505 1.3777 -0.0171
H 0.7705 -1.9184 -1.0084 0.0817
H 0.2580 -0.6032 -2.0971 0.0844
H -0.9375 -1.4520 -1.0957 0.0842
H 2.1560 0.6536 -0.9277 0.0820
H 2.4131 -0.6197 0.2801 0.0799
H 2.0847 1.0464 0.8002 0.0809
H -0.4101 1.9947 -0.8040 0.1124
H -2.5405 1.5225 0.7726 0.1081
H -2.1017 -0.6324 1.9951 0.1230
```

Calculated values
Largest force on an atom: 0.5 eV/A
Calculated total energy: -7855.710 eV
Gap between HOMO and LUMO: 9.312 eV
LUMO energy: 1.0 eV
2S+1: 1



No. 2
# C6H9N

C6H9N in the gas phase in a non-equilibrium geometry (ωB97M-V/def2-TZVPD, the Open Molecules 2025 dataset).

Geometry as XYZ:
```
16
Properties=species:S:1:pos:R:3:lowdin_charge:R:1
C 1.3932 -0.5867 -0.4377 -0.0506
C 1.3471 0.7668 -0.4547 -0.0689
C 0.0616 1.1646 0.2117 -0.3448
C -0.1180 0.0563 1.2837 -0.1545
C 0.1657 -1.0504 0.3522 -0.2902
C -0.9340 -0.7092 -0.7429 -0.1929
N -1.0322 0.7742 -0.7636 -0.0382
H 2.1047 -1.2115 -0.8998 0.0874
H 1.7828 1.6208 -1.1736 0.1501
H 0.0175 2.2341 0.6276 0.1545
H 0.6610 0.1582 2.0759 0.1297
H -1.1874 0.0402 1.6385 0.1304
H 0.1449 -2.0451 0.7471 0.1247
H -1.9452 -1.2318 -0.5206 0.1360
H -0.5553 -0.9866 -1.7567 0.1097
H -1.9065 1.0061 -0.1872 0.1176
```

Calculated values
Largest force on an atom: 3.1 eV/A
Calculated total energy: -7855.937 eV
Gap between HOMO and LUMO: 10.184 eV
LUMO energy: 1.0 eV
2S+1: 1



No. 3
# C6H9N

C6H9N in the gas phase in a non-equilibrium geometry (ωB97M-V/def2-TZVPD, the Open Molecules 2025 dataset).

Geometry as XYZ:
```
16
Properties=species:S:1:pos:R:3:lowdin_charge:R:1
C 0.1049 -1.2669 -0.2149 -0.0772
C 0.4371 0.1789 -0.1719 -0.2436
C 1.7672 0.5610 -0.7767 -0.0856
C -0.5087 1.2704 0.3717 -0.2777
C -1.7745 0.8840 0.9074 -0.1116
C -0.0067 2.5301 0.4696 -0.2732
N 0.4236 3.5957 0.4464 0.1655
H 0.2689 -1.6514 -1.2400 0.0876
H -1.0034 -1.4104 0.1195 0.0894
H 0.8093 -1.8104 0.4475 0.0968
H 2.6631 0.1082 -0.2107 0.1031
H 1.7677 0.2500 -1.9102 0.1158
H 1.8222 1.7277 -0.6538 0.0856
H -2.5790 1.6483 1.0496 0.0933
H -1.4947 0.4216 1.9600 0.1294
H -2.2809 -0.0349 0.3606 0.1023
```

Calculated values
Largest force on an atom: 8.7 eV/A
Calculated total energy: -7855.655 eV
Gap between HOMO and LUMO: 8.673 eV
LUMO energy: 0.1 eV
2S+1: 1



No. 4
# C6H9N

C6H9N in the gas phase (ωB97M-V/def2-TZVPD, the Open Molecules 2025 dataset).

Geometry as XYZ:
```
16
Properties=species:S:1:pos:R:3:lowdin_charge:R:1
C -2.6027 1.9887 -0.3112 -0.1143
C -1.3273 1.4005 0.1031 -0.0833
C -0.2746 0.9239 0.4479 -0.0411
C 1.0078 0.3116 0.8172 -0.1730
C 1.0390 -1.1684 0.4931 -0.3465
C 1.0748 -1.6263 -0.9095 -0.1499
N 2.2810 -1.6720 -0.0816 0.0136
H -3.1312 1.3268 -1.0032 0.0742
H -2.4570 2.9487 -0.8164 0.0750
H -3.2588 2.1624 0.5468 0.0741
H 1.2079 0.4774 1.8844 0.1160
H 1.8243 0.7905 0.2643 0.1220
H 0.5161 -1.8041 1.2051 0.1388
H 1.0855 -0.8843 -1.7012 0.1040
H 0.5531 -2.5506 -1.1558 0.1033
H 2.4621 -2.6248 0.2171 0.0873
```

Calculated values
Largest force on an atom: 0.5 eV/A
Calculated total energy: -7855.334 eV
Gap between HOMO and LUMO: 10.416 eV
LUMO energy: 1.0 eV
2S+1: 1



No. 5
# C6H9N

C6H9N in the gas phase in a non-equilibrium geometry (ωB97M-V/def2-TZVPD, the Open Molecules 2025 dataset).

Geometry as XYZ:
```
16
Properties=species:S:1:pos:R:3:lowdin_charge:R:1
C 2.0602 -0.4974 -0.2433 -0.1426
N 1.0461 0.4460 0.1522 -0.1100
C -1.7194 0.7196 1.1823 0.0160
C -1.0736 1.4023 0.0190 -0.2147
C -0.1890 0.3100 -0.6283 -0.3531
C -0.9137 -0.9774 -0.2533 0.0287
C -1.7084 -0.6946 0.8562 -0.1272
H 1.7515 -1.5574 -0.2205 0.0728
H 2.3452 -0.2856 -1.2826 0.0822
H 2.9460 -0.3539 0.3746 0.0788
H 0.8123 0.4496 1.1699 0.1327
H -0.4969 2.2462 0.4103 0.1007
H -1.8378 1.8629 -0.6254 0.1255
H -0.0125 0.3575 -1.7222 0.1442
H -0.8252 -1.9859 -0.6252 0.1011
H -2.1847 -1.4419 1.4362 0.0648
```

Calculated values
Largest force on an atom: 3.0 eV/A
Calculated total energy: -7853.479 eV
Gap between HOMO and LUMO (spin up / spin down): 7.343 / 7.348 eV
LUMO energy (spin up / spin down): -0.7 / -0.7 eV
2S+1: 1



No. 6
# C6H9N2

A gas-phase ion, C6H9N2 (charge +1) in a non-equilibrium geometry (ωB97M-V/def2-TZVPD, the Open Molecules 2025 dataset).

Geometry as XYZ:
```
17
Properties=species:S:1:pos:R:3:lowdin_charge:R:1
C 0.7486 -0.4289 2.7587 0.0481
C -0.1185 -0.3083 1.7521 -0.2053
C -0.5787 0.9618 1.1906 -0.0352
C -0.7572 1.1967 -0.1522 -0.0403
C -0.2548 0.4214 -1.2632 -0.3053
N -0.1901 1.1372 -2.3897 0.1772
C -0.2157 -0.9425 -1.2168 0.0002
N 0.5677 -1.9181 -1.2674 0.1704
H 0.9614 -1.4581 3.2838 0.1163
H 1.3358 0.4446 3.0246 0.0714
H -0.7989 -1.0498 1.3566 0.1056
H -1.0165 1.7858 1.8296 0.1495
H -1.0724 2.1078 -0.5498 0.0906
H -0.5667 2.0957 -2.3226 0.1458
H 0.1799 0.6540 -3.2120 0.1470
H 1.5780 -1.7605 -1.4889 0.1687
H 0.1981 -2.9390 -1.3335 0.1953
```

Calculated values
Largest force on an atom: 3.4 eV/A
Calculated total energy: -9337.962 eV
Gap between HOMO and LUMO: 8.840 eV
LUMO energy: -4.2 eV
2S+1: 1
Total charge: +1



No. 7
# C6H9N2

A gas-phase ion, C6H9N2 (charge +1) in a non-equilibrium geometry (ωB97M-V/def2-TZVPD, the Open Molecules 2025 dataset).

Geometry as XYZ:
```
17
Properties=species:S:1:pos:R:3:lowdin_charge:R:1
C 0.5720 2.9754 0.4565 0.3192
N 0.3849 1.7974 0.4696 0.1249
N 0.0428 0.5631 0.5118 -0.0458
C 0.6116 -0.3753 1.4662 -0.0189
C 0.2401 -1.4555 0.4177 -0.1462
C 0.8581 -1.0594 -0.8618 0.0039
C -0.4680 -0.4574 -0.4134 -0.3017
C -1.7630 -0.0974 -1.1200 0.0515
H 1.2307 3.7603 0.2840 0.0938
H 0.0941 -0.6143 2.4700 0.1731
H 1.6577 -0.3427 1.4467 0.1091
H -0.0009 -2.3835 0.8746 0.1453
H 1.8375 -0.5067 -0.8240 0.1443
H 0.8166 -1.7184 -1.6683 0.1020
H -2.3350 0.2752 -0.3711 0.0520
H -2.2565 -1.0384 -1.3635 0.1153
H -1.5227 0.6776 -1.7751 0.0781
```

Calculated values
Largest force on an atom: 5.4 eV/A
Calculated total energy: -9335.520 eV
Gap between HOMO and LUMO: 9.553 eV
LUMO energy: -4.4 eV
2S+1: 1
Total charge: +1



No. 8
# C6H9N2

A gas-phase ion, C6H9N2 (charge +1) in a non-equilibrium geometry (ωB97M-V/def2-TZVPD, the Open Molecules 2025 dataset).

Geometry as XYZ:
```
17
Properties=species:S:1:pos:R:3:lowdin_charge:R:1
C 2.0521 -0.0871 -0.3408 -0.0311
C 0.5931 -0.0201 -0.0006 -0.2789
C 0.0113 1.1691 0.2119 0.0458
C -1.4736 1.4908 0.4051 -0.1748
N -2.4322 0.6702 -0.2623 0.0822
C -2.4088 -0.5873 -0.3458 -0.0955
N -1.3414 -1.5639 0.0248 0.1397
C -0.0896 -1.2494 0.0807 0.0070
H 2.3872 -1.0306 0.0992 0.0814
H 2.6101 0.8666 0.0721 0.1418
H 2.2048 -0.0889 -1.3918 0.0803
H 0.6386 2.1315 0.2805 0.1603
H -1.6715 1.1325 1.5224 0.1827
H -1.6209 2.6066 0.2285 0.1448
H -3.2162 -1.1727 -0.8355 0.1447
H -1.6336 -2.5578 0.0220 0.1841
H 0.6446 -2.1168 0.2772 0.1852
```

Calculated values
Largest force on an atom: 3.2 eV/A
Calculated total energy: -9339.137 eV
Gap between HOMO and LUMO: 8.495 eV
LUMO energy: -5.7 eV
2S+1: 1
Total charge: +1



No. 9
# C6H9N2O

A gas-phase ion, C6H9N2O (charge +1) in a non-equilibrium geometry (ωB97M-V/def2-TZVPD, the Open Molecules 2025 dataset).

Geometry as XYZ:
```
18
Properties=species:S:1:pos:R:3:lowdin_charge:R:1
C 1.6578 0.9487 0.1055 -0.0696
C 0.0092 1.2257 -1.4901 -0.0495
C -0.8453 -0.9083 -0.7146 0.1577
C 0.9317 2.3696 -1.5551 -0.1117
C -1.7008 -2.5212 1.0539 -0.0309
C -0.8138 -1.5979 1.8029 -0.0311
N 0.2846 0.3617 -0.5952 0.0639
N -1.0124 -1.4636 0.3906 -0.1275
O 1.9191 2.1013 -0.5779 -0.0545
H 1.4265 1.1111 1.1624 0.1314
H -0.8366 1.1244 -2.1522 0.1435
H 1.3922 2.4667 -2.5502 0.1549
H 0.4150 3.3167 -1.3388 0.1531
H -1.3642 -3.5234 0.8160 0.1365
H -2.7757 -2.4339 1.1387 0.1346
H -1.2606 -0.8189 2.4098 0.1325
H 0.1601 -1.9278 2.1383 0.1292
H 2.4133 0.1691 -0.0441 0.1375
```

Calculated values
Largest force on an atom: 2.3 eV/A
Calculated total energy: -11384.119 eV
Gap between HOMO and LUMO: 10.060 eV
LUMO energy: -3.8 eV
2S+1: 1
Total charge: +1



No. 10
# C6H9N2O2

2 unconnected molecules or ions with the total composition C6H9N2O2 in a non-equilibrium geometry (ωB97M-V/def2-TZVPD, the Open Molecules 2025 dataset).

Geometry as XYZ:
```
19
Properties=species:S:1:pos:R:3:mulliken_spin:R:1
C 1.0718 -3.3318 2.0376 3.0070
C -0.8092 -0.3313 1.5847 0.0633
C 0.9843 -1.1727 0.7019 2.2837
C 0.5246 -1.9870 1.7050 -2.8467
N 0.1045 -0.1184 0.6329 -0.2577
N -0.6070 -1.4309 2.2430 0.2427
H 0.2422 0.7269 0.0113 0.0504
H -1.6341 0.3507 1.7384 -0.0303
H 1.8212 -1.1984 0.0293 0.1154
H 0.4203 -4.1269 1.6402 -0.3786
H 1.1924 -3.5481 3.1015 -0.4298
H 2.0300 -3.4912 1.5380 -0.8257
C -0.8727 0.9622 -2.6861 0.0913
C -0.2690 2.2167 -2.0310 -0.0185
O 0.4153 1.9686 -0.9907 -0.0342
O -0.4879 3.3326 -2.5268 -0.0232
H -1.6734 0.5179 -2.0963 -0.0113
H -0.0851 0.2127 -2.7530 0.0144
H -1.2803 1.1519 -3.6783 -0.0121
```

Calculated values
Largest force on an atom: 1.4 eV/A
Calculated total energy: -13441.804 eV
Gap between HOMO and LUMO (spin up / spin down): 2.180 / 7.804 eV
LUMO energy (spin up / spin down): 6.0 / 5.9 eV
2S+1: 2
Total charge: -2



No. 11
# C6H9N2O2

3 unconnected molecules or ions with the total composition C6H9N2O2 in a non-equilibrium geometry (ωB97M-V/def2-TZVPD, the Open Molecules 2025 dataset).

Geometry as XYZ:
```
19
Properties=species:S:1:pos:R:3:lowdin_charge:R:1
C 4.0904 -0.3903 0.6714 0.0880
C 3.0359 1.0858 -0.6060 -0.1087
C 2.8486 -0.8790 0.1496 -0.2812
C -1.0196 -0.0229 1.6732 -0.3873
C 2.1281 -2.0261 0.4734 0.3137
C -6.2846 0.6729 -1.3428 -0.0717
N 4.2118 0.7806 0.0626 0.1236
N 2.2280 0.1048 -0.6006 0.1450
O -2.1371 0.0597 1.9395 0.2517
O 0.0474 -0.3200 1.3523 0.1793
H 4.6731 -0.7424 1.4929 0.1524
H 3.0222 2.0051 -1.2418 0.1679
H -5.4749 1.4537 -1.2285 0.0305
H 2.6257 -2.8876 0.9020 0.1155
H 1.1531 -2.1079 0.3822 0.0339
H -7.0698 1.2347 -1.8109 -0.0120
H -6.8203 0.4270 -0.4347 0.0104
H -6.0486 -0.0492 -2.1906 0.0430
H 4.7905 1.6010 0.3568 0.2059
```

Calculated values
Largest force on an atom: 6.4 eV/A
Calculated total energy: -13434.466 eV
Gap between HOMO and LUMO (spin up / spin down): 7.412 / 7.411 eV
LUMO energy (spin up / spin down): -6.5 / -6.5 eV
2S+1: 1
Total charge: +1



No. 12
# C6H9N3

A molecular structure, C6H9N3 in a non-equilibrium geometry (ωB97M-V/def2-TZVPD, the Open Molecules 2025 dataset).

Geometry as XYZ:
```
18
Properties=species:S:1:pos:R:3:lowdin_charge:R:1
C -3.3649 0.6087 0.0217 -0.3141
C -2.2938 -1.0510 -0.4546 -0.2050
C 0.6563 1.2874 0.8949 -0.1366
C 1.1301 1.2318 -0.5089 -0.0777
C 0.4007 0.0437 0.1372 -0.1705
C 0.7488 -1.4573 0.4738 0.0037
N -3.5792 -0.6151 -0.3907 0.0679
N -2.1247 1.0923 0.0801 0.0534
N -1.4865 -0.0138 -0.3344 -0.0325
H -4.2001 1.3094 0.1925 0.1036
H -2.0674 -2.0638 -0.7311 0.1055
H 1.2600 1.2424 1.7827 0.1123
H -0.1324 1.8974 1.0946 0.0572
H 0.6623 1.8986 -1.2045 0.0920
H 2.2740 0.9501 -0.8204 0.1589
H 0.8088 -1.6764 1.5095 0.0726
H 1.6537 -1.5118 -0.0925 0.0691
H 0.0617 -2.0860 -0.0313 0.0403
```

Calculated values
Largest force on an atom: 6.0 eV/A
Calculated total energy: -10834.388 eV
Gap between HOMO and LUMO: 10.096 eV
LUMO energy: 0.8 eV
2S+1: 1